Record 1
11
Properties=species:S:1:pos:R:3:nbo_charge:R:1 method="wB97M-V/def2-TZVPD" homo_energy_ev="-14.33 / -14.10" total_charge=+1 multiplicity=1 orbital_gap_ev="8.577 / 7.872" lumo_energy_ev="-5.8 / -6.2" de_lowest_kcal_mol=91.8
C 0.18244 -1.19309 0.62959 0.054
C -0.42790 0.34039 0.09065 0.419
C -1.51409 2.50691 -0.66172 0.028
C 1.44582 -1.71892 0.22446 -0.744
N -0.87986 1.48711 -0.33107 -0.333
H -0.57945 -1.61360 1.25763 0.247
H -2.52894 2.67291 -0.32324 0.241
H -1.05131 3.23804 -1.30725 0.240
H 1.28811 -2.71619 -0.21580 0.289
H 2.06812 -1.90515 1.11543 0.289
H 1.99705 -1.09841 -0.47870 0.271



Record 2
11
Properties=species:S:1:pos:R:3:nbo_charge:R:1 method="wB97M-V/def2-TZVPD" homo_energy_ev="-15.84 / -15.46" total_charge=+1 multiplicity=1 orbital_gap_ev="8.603 / 8.294" lumo_energy_ev="-7.2 / -7.2" de_lowest_kcal_mol=121.0
C 1.07504 0.94555 2.48990 0.348
C 0.56141 -0.12640 -1.01927 -0.308
C -0.61383 -0.71044 -0.41891 -0.317
C -0.13679 0.67759 0.11183 -0.105
N 0.14615 0.61009 1.38927 -0.222
H 0.82065 0.80464 3.55026 0.238
H 1.58577 -0.61989 -0.70072 0.274
H 0.51580 0.54140 -1.83985 0.274
H -1.59962 -0.72793 -0.88379 0.271
H -0.58240 -1.58836 0.13135 0.262
H -0.60649 1.69966 -0.08525 0.284



Record 3
11
Properties=species:S:1:pos:R:3:nbo_charge:R:1 method="wB97M-V/def2-TZVPD" homo_energy_ev=-14.91 total_charge=+1 multiplicity=1 orbital_gap_ev=10.637 lumo_energy_ev=-4.3 de_lowest_kcal_mol=59.2
C 0.35914 1.38466 0.15713 0.068
C -0.42384 0.33302 0.13924 0.313
C 1.90418 -0.67472 -0.14025 -0.077
C -1.72880 -0.22027 0.01662 -0.730
N 0.91984 0.10894 0.01909 -0.232
H 0.70828 2.35839 0.14640 0.277
H 1.69771 -1.83454 -0.22840 0.242
H 3.02840 -0.36334 -0.25437 0.261
H -1.72809 -1.29613 -0.21526 0.275
H -2.56809 0.25621 -0.59989 0.312
H -2.16873 -0.05224 0.95969 0.291



Record 4
12
Properties=species:S:1:pos:R:3:nbo_charge:R:1 method="wB97M-V/def2-TZVPD" homo_energy_ev=-8.66 multiplicity=1 orbital_gap_ev=9.682 lumo_energy_ev=1.0 de_lowest_kcal_mol=101.6
C -1.96058 -0.07386 0.03003 -0.587
C -0.14065 0.06130 -0.02427 0.481
C -0.76250 1.18645 -0.08214 -0.370
N 2.33009 0.45582 0.00795 -0.690
C 1.87564 -0.71850 -0.18696 0.272
N 0.51022 -1.00496 -0.10672 -0.602
H -2.72262 0.67984 0.17006 0.267
H -1.96920 -0.76517 0.88421 0.227
H -2.13454 -0.61272 -0.90213 0.240
H -0.84340 1.92841 0.70282 0.255
H 3.34129 0.46542 -0.08992 0.346
H 2.47623 -1.60202 -0.40293 0.161



Record 5
12
Properties=species:S:1:pos:R:3:nbo_charge:R:1 method="wB97M-V/def2-TZVPD" homo_energy_ev="-8.28 / -8.19" multiplicity=1 orbital_gap_ev="7.381 / 8.138" lumo_energy_ev="-0.9 / -0.1" de_lowest_kcal_mol=92.3
C 0.89039 1.40246 -0.11371 -0.632
C 0.09143 0.16729 0.11479 -0.122
C -0.90315 -0.33657 -0.70719 0.032
N -1.35727 -1.53715 -0.44280 -0.522
N -0.33404 -1.77558 1.44636 -0.127
C 0.37558 -0.76812 1.13355 -0.094
H 1.54126 1.33887 -0.99117 0.217
H 0.20772 2.24589 -0.25533 0.226
H 1.50832 1.62745 0.76148 0.221
H -1.26592 0.26722 -1.54351 0.197
H -2.21381 -1.74530 -0.97427 0.364
H 1.43880 -0.74187 1.39887 0.240



Record 6
12
Properties=species:S:1:pos:R:3:nbo_charge:R:1 method="wB97M-V/def2-TZVPD" homo_energy_ev=-8.47 multiplicity=1 orbital_gap_ev=9.376 lumo_energy_ev=0.9 de_lowest_kcal_mol=120.0
N 0.65766 1.44918 0.31793 -0.553
C -0.68778 1.15520 -0.12443 -0.097
C 0.45632 0.60018 -0.84264 -0.096
C 0.90538 -1.75071 0.95610 -0.085
N -0.27052 -1.20552 0.74971 -0.574
C -0.60881 -0.31534 -0.34490 -0.099
H 0.91417 0.90429 1.14256 0.350
H -1.40256 1.88722 -0.45942 0.224
H 0.82000 0.82687 -1.83146 0.228
H 1.45995 -1.55980 0.00953 0.093
H -0.95048 -1.24483 1.50166 0.389
H -1.29332 -0.74674 -1.07464 0.221



Record 7
12
Properties=species:S:1:pos:R:3:nbo_charge:R:1 method="wB97M-V/def2-TZVPD" homo_energy_ev=-11.47 multiplicity=1 orbital_gap_ev=11.968 lumo_energy_ev=0.5 de_lowest_kcal_mol=25.2
C 1.02051 -2.14841 -0.03737 -0.714
C 1.32145 -3.56502 -0.17084 0.287
N 1.51322 -4.65319 -0.25469 -0.348
H 1.98045 -1.67875 0.17718 0.252
H 0.22781 -2.00083 0.69607 0.264
H 0.57571 -1.83098 -0.98050 0.257
C -1.28324 3.11986 0.06232 -0.711
C -0.70967 1.71146 0.09883 0.310
N -0.29511 0.61098 0.14433 -0.363
H -1.51524 3.48608 -0.93776 0.257
H -0.61934 3.81432 0.57716 0.255
H -2.21651 3.13445 0.62525 0.254



Record 8
12
Properties=species:S:1:pos:R:3:nbo_charge:R:1 method="wB97M-V/def2-TZVPD" homo_energy_ev=-8.40 multiplicity=1 orbital_gap_ev=9.338 lumo_energy_ev=0.9 de_lowest_kcal_mol=66.6
C 1.03489 -1.15339 0.16059 -0.599
C 0.04195 -0.12729 0.79408 -0.256
C 0.12862 1.24523 0.48985 0.011
N -0.77569 1.47192 -0.47755 -0.337
N -1.51409 0.38699 -0.80721 -0.292
C -1.08519 -0.51605 0.04076 0.017
H 0.83372 -1.26807 -0.93248 0.196
H 2.02644 -0.73972 0.23740 0.215
H 0.95271 -2.15842 0.57631 0.217
H 0.68188 2.09172 0.89558 0.217
H -0.89325 2.30814 -1.02406 0.409
H -1.43201 -1.54106 0.04672 0.202



Record 9
12
Properties=species:S:1:pos:R:3:nbo_charge:R:1 method="wB97M-V/def2-TZVPD" homo_energy_ev=-9.81 multiplicity=1 orbital_gap_ev=10.720 lumo_energy_ev=0.9 de_lowest_kcal_mol=57.7
C -1.05427 0.82625 -0.23472 -0.641
C -0.41688 -0.40540 0.39983 -0.013
N -0.08363 -1.45576 -0.52150 -0.537
C 1.02751 -0.84783 0.18624 -0.216
C 1.70608 0.41934 0.13672 0.252
N 2.09051 1.46047 0.47515 -0.338
H -0.65237 1.07877 -1.22713 0.218
H -2.10495 0.54428 -0.37950 0.226
H -1.02558 1.73571 0.37224 0.238
H -0.74168 -0.62576 1.40912 0.205
H -0.23331 -1.16346 -1.48045 0.367
H 1.48857 -1.56661 0.86399 0.241



Record 10
12
Properties=species:S:1:pos:R:3:nbo_charge:R:1 method="wB97M-V/def2-TZVPD" homo_energy_ev=-8.46 multiplicity=1 orbital_gap_ev=9.469 lumo_energy_ev=1.0 de_lowest_kcal_mol=21.5
N 1.26547 -1.36720 0.81191 -0.799
C 0.36315 -0.46740 0.25741 0.091
C -0.78156 0.08312 1.00416 0.035
N -1.52156 0.87706 0.32948 -0.362
C -0.88540 0.98005 -0.97319 -0.292
C 0.26158 0.01395 -0.99263 -0.282
H 1.37626 -1.26469 1.81089 0.375
H 2.16457 -1.34990 0.35237 0.379
H -1.01971 -0.16897 2.03421 0.187
H -0.48966 1.99584 -1.02643 0.230
H -1.63199 0.87359 -1.76484 0.222
H 0.89885 -0.20544 -1.84334 0.216



Record 11
12
Properties=species:S:1:pos:R:3:nbo_charge:R:1 method="wB97M-V/def2-TZVPD" homo_energy_ev=-9.15 multiplicity=1 orbital_gap_ev=10.220 lumo_energy_ev=1.1 de_lowest_kcal_mol=27.4
C -1.81563 -0.36012 0.04624 -0.632
C -0.28863 0.01168 0.03913 -0.124
C 0.78642 -0.84194 -0.16864 -0.068
N 1.96154 -0.12347 -0.05686 -0.360
N 1.74196 1.17936 0.14369 -0.260
C 0.44051 1.32857 0.23822 -0.064
H -2.42812 0.39818 -0.46057 0.222
H -2.10359 -1.30896 -0.45057 0.222
H -2.25169 -0.45371 1.05399 0.220
H 0.89316 -1.91165 -0.34958 0.218
H 2.84699 -0.30311 -0.51429 0.404
H 0.21707 2.38518 0.47925 0.220



Record 12
12
Properties=species:S:1:pos:R:3:nbo_charge:R:1 method="wB97M-V/def2-TZVPD" homo_energy_ev="-6.81 / -6.65" multiplicity=1 orbital_gap_ev="7.362 / 7.246" lumo_energy_ev="0.6 / 0.6" de_lowest_kcal_mol=67.3
C -1.79278 -0.05502 0.21933 -0.336
N -0.48253 0.15383 0.22249 -0.247
C 0.39463 -0.78809 -0.50095 -0.291
C 1.72930 -0.10060 -0.37088 -0.009
N 1.63606 0.94744 0.37212 -0.378
C 0.31875 1.09978 0.75331 0.019
H -0.03618 -0.91846 -1.49474 0.231
H -2.44551 0.51917 0.85422 0.193
H -2.19766 -0.64528 -0.58772 0.184
H 0.37457 -1.76196 0.00044 0.235
H 2.66375 -0.44851 -0.79644 0.200
H -0.06774 1.94686 1.29889 0.200



Record 13
12
Properties=species:S:1:pos:R:3:nbo_charge:R:1 method="wB97M-V/def2-TZVPD" homo_energy_ev=-8.79 multiplicity=1 orbital_gap_ev=9.651 lumo_energy_ev=0.9 de_lowest_kcal_mol=7.4
C 1.27520 -0.69668 -0.84537 -0.399
N 0.13117 -0.15768 -0.14121 -0.346
C 0.03790 1.09322 0.42181 -0.117
C -1.19806 1.14311 1.00372 -0.093
N -1.87020 -0.03883 0.81740 -0.459
C -1.04295 -0.78861 0.13204 0.167
H 1.55518 -0.04214 -1.67557 0.209
H 2.12932 -0.80456 -0.17030 0.207
H 1.01753 -1.67875 -1.24733 0.216
H 0.84631 1.80839 0.35350 0.216
H -1.64414 1.96469 1.54883 0.207
H -1.23724 -1.80216 -0.19751 0.192



Record 14
12
Properties=species:S:1:pos:R:3:nbo_charge:R:1 method="wB97M-V/def2-TZVPD" homo_energy_ev="-7.57 / -7.57" multiplicity=1 orbital_gap_ev="7.437 / 7.440" lumo_energy_ev="-0.1 / -0.1" de_lowest_kcal_mol=70.3
C -1.48201 0.91860 -0.43727 -0.688
C -0.65301 -0.13014 0.21550 0.141
N 0.02111 -1.03821 -0.47043 -0.440
C 1.36491 -1.12563 -0.10761 -0.355
C 2.03521 0.12785 -0.05173 0.214
N 2.56993 1.17011 -0.08474 -0.411
H -0.81896 1.77936 -0.64698 0.260
H -1.90947 0.57920 -1.39016 0.223
H -2.26496 1.25141 0.24624 0.233
H -0.35239 -0.04658 1.25845 0.211
H -0.34436 -1.40767 -1.35493 0.390
H 1.84302 -2.07423 0.12054 0.223



Record 15
12
Properties=species:S:1:pos:R:3:nbo_charge:R:1 method="wB97M-V/def2-TZVPD" homo_energy_ev=-8.07 multiplicity=1 orbital_gap_ev=8.949 lumo_energy_ev=0.9 de_lowest_kcal_mol=123.9
C -0.56834 -0.17546 -0.07961 -0.047
C -1.87016 -0.42246 0.02492 -0.396
C 0.29967 1.11709 -0.22209 -0.274
C 0.61888 -0.93748 -0.35152 0.036
N 1.91412 -0.39620 0.65092 -0.478
N 1.43694 0.25967 -0.48752 -0.253
H -2.31257 -1.36882 0.04364 0.200
H -2.66886 0.35722 -0.01729 0.205
H 0.03731 1.68177 -1.10340 0.215
H 0.46281 1.90482 0.58110 0.209
H 0.82945 -1.89464 -0.67066 0.223
H 1.82076 -0.12554 1.63153 0.359



Record 16
12
Properties=species:S:1:pos:R:3:nbo_charge:R:1 method="wB97M-V/def2-TZVPD" homo_energy_ev=-8.76 multiplicity=1 orbital_gap_ev=9.544 lumo_energy_ev=0.8 de_lowest_kcal_mol=77.2
C 1.30437 -0.01774 0.57836 -0.579
C -0.82199 0.01266 1.03965 0.096
C 0.01989 0.76746 0.05270 -0.408
C -0.53726 0.34888 -1.29226 0.049
N -1.33835 -0.64409 -1.16739 -0.248
N -1.39623 -0.85752 0.22737 -0.451
H 1.60320 0.41321 1.54151 0.235
H 1.17628 -1.09553 0.77687 0.231
H 2.08161 0.10937 -0.16480 0.214
H 0.23905 1.83623 0.15967 0.246
H -0.42113 0.79749 -2.28032 0.212
H -1.90945 -1.67042 0.52864 0.403



Record 17
12
Properties=species:S:1:pos:R:3:nbo_charge:R:1 method="wB97M-V/def2-TZVPD" homo_energy_ev=-7.81 multiplicity=1 orbital_gap_ev=8.733 lumo_energy_ev=0.9 de_lowest_kcal_mol=121.8
C 1.29406 0.91679 1.12278 -0.651
C 0.41498 0.00560 0.37754 0.008
C -0.27313 -0.16735 -0.90212 -0.161
N -1.76483 -0.21434 -1.05167 -0.245
N -2.41511 -1.05942 -0.47686 -0.240
C 0.07638 -1.21911 0.13479 -0.141
H 2.09181 0.31757 1.57259 0.233
H 1.74470 1.63561 0.43179 0.224
H 0.75706 1.45184 1.90457 0.234
H 0.19372 0.19389 -1.83947 0.179
H -2.17420 0.40856 -1.77283 0.316
H 0.05558 -2.24406 0.49173 0.244



Record 18
12
Properties=species:S:1:pos:R:3:nbo_charge:R:1 method="wB97M-V/def2-TZVPD" homo_energy_ev=-9.14 multiplicity=1 orbital_gap_ev=10.176 lumo_energy_ev=1.0 de_lowest_kcal_mol=92.5
N 1.16742 1.57939 -0.71822 -0.642
C 1.46691 0.39324 -0.60326 0.425
C 1.83070 -0.86052 -0.52318 -0.632
N -0.78188 -0.75278 1.12002 -0.282
C -1.66359 -0.28340 -0.02591 -0.324
C -1.22565 0.41911 1.16099 0.013
H 1.43745 -1.59037 -1.21976 0.246
H 2.46956 -1.19007 0.28487 0.249
H -2.65692 -0.72511 -0.08048 0.186
H -1.17662 -0.11924 -0.98831 0.183
H 0.31481 1.84635 -0.21996 0.365
H -1.18219 1.28341 1.81318 0.214